Molecular formula: C20H24Br35ClF5NO2P2S2
Method: DFT, ωB97M-V/def2-TZVPD

The geometry in XYZ format:
```
92
Properties=species:S:1:pos:R:3:forces:R:3
C -5.138197 0.128911 3.893678 -0.150 -0.451 -0.437
C -4.443200 -0.155671 2.550605 0.294 0.346 -0.120
P -3.638243 1.372523 1.869422 -0.606 1.205 0.395
C -4.375278 1.785333 0.222398 0.653 -0.644 0.113
P -1.462260 0.919777 1.595764 -0.471 0.664 1.471
Cl -1.156796 2.082768 3.463910 -0.290 -1.481 1.592
N -0.914328 -0.481911 2.438136 -0.639 1.035 -0.399
C -0.286984 -0.411130 3.497868 1.264 -1.052 -1.303
S 0.899818 -0.674853 4.459593 -0.704 0.244 0.541
C -0.542790 2.287419 0.611521 0.594 0.399 0.327
Br -0.598383 3.977219 1.616045 -0.080 0.568 -0.687
C 0.944316 2.064776 0.316394 0.181 -0.075 0.100
C 1.775069 1.496225 1.448213 0.194 0.289 -0.258
Br 1.274436 1.162766 -1.389987 0.033 0.063 0.185
S -1.818016 -0.366087 -0.175132 -0.748 -0.955 -1.992
O -1.814350 0.391565 -1.390734 1.071 1.420 -0.226
O -3.065915 -1.079325 -0.088078 -0.382 -0.736 1.549
C -0.571372 -1.767896 -0.430852 -0.033 -0.264 -0.489
F -0.340208 -1.849041 -1.744774 -0.090 0.174 -0.342
F 0.613221 -1.569872 0.148078 -0.005 0.108 0.720
C -1.154467 -3.149199 -0.034811 1.006 -0.394 0.149
F -1.684681 -3.132223 1.178958 -0.301 -0.099 0.132
F -1.992387 -3.603260 -0.940858 -0.612 0.193 0.058
F -0.128638 -4.028467 -0.008007 0.139 0.056 0.149
H -6.086571 -0.399922 3.884802 -0.208 -0.019 0.126
H -4.564409 -0.292249 4.710125 0.174 0.247 0.247
H -5.346682 1.180127 4.054238 0.086 0.169 0.131
H -3.692443 -0.925237 2.686665 0.062 -0.274 -0.207
H -5.158805 -0.488676 1.806451 0.058 -0.177 -0.212
H -3.600409 2.271407 -0.366430 0.077 0.050 -0.166
H -4.733887 0.918206 -0.320000 -0.143 -0.036 -0.151
H -5.142188 2.530567 0.398079 -0.245 -0.033 0.129
H -1.037479 2.578592 -0.306769 -0.464 -0.580 -0.171
H 1.340482 3.047918 0.129447 -0.056 0.264 -0.271
H 1.434041 1.955490 2.372385 -0.110 -0.244 0.284
H 2.787898 1.852483 1.303891 0.319 -0.152 -0.033
H 1.806345 0.413469 1.488436 -0.251 -0.173 0.161
C 5.270728 -1.720383 4.291507 0.010 0.008 0.022
Br 5.098092 -0.481279 2.835396 -0.049 -0.025 -0.013
Br 3.779775 -1.609028 5.504967 0.344 -0.135 0.123
Br 5.535735 -3.524875 3.671561 -0.061 0.031 0.012
H 6.154145 -1.440399 4.846250 0.009 -0.010 0.019
C -2.921371 -0.016020 -5.192637 0.010 0.018 0.074
Br -4.812641 0.345356 -5.119311 0.075 0.001 -0.013
Br -2.413210 -1.395914 -3.960172 -0.112 -0.097 -0.297
Br -2.344938 -0.388371 -6.992086 -0.004 0.029 0.013
H -2.415664 0.886266 -4.879883 -0.002 0.022 0.010
C -2.913888 1.598600 -10.573067 -0.094 0.073 0.166
Br -3.020147 2.622419 -12.195335 0.130 -0.171 -0.176
Br -4.546491 0.641318 -10.227549 0.040 0.027 -0.028
Br -1.382964 0.434018 -10.538967 -0.022 0.014 -0.076
H -2.785754 2.307402 -9.765714 -0.010 -0.004 0.018
C -9.054418 1.087953 -3.996487 0.010 0.001 0.069
Br -8.058259 1.913301 -5.424869 -0.082 -0.048 0.023
Br -8.018283 -0.257238 -3.092379 -0.022 0.062 -0.022
Br -9.749819 2.398078 -2.768799 0.041 -0.031 -0.037
H -9.901071 0.590891 -4.445925 -0.009 0.004 -0.025
C 0.525398 -6.253829 2.582563 0.012 0.041 0.032
Br 0.173094 -6.072968 4.466924 0.300 -0.185 -0.092
Br 2.290566 -6.946355 2.245231 -0.052 0.014 0.004
Br -0.832120 -7.300635 1.707931 0.034 0.031 0.035
H 0.486411 -5.263194 2.153291 0.003 0.008 -0.021
C -0.477291 5.365168 -2.733154 0.205 0.094 -0.068
Br 0.299415 5.383118 -0.966830 -0.023 0.392 -0.996
Br -2.143764 4.395161 -2.741179 0.032 -0.009 0.028
Br -0.677119 7.137444 -3.459571 -0.027 -0.081 0.042
H 0.203271 4.829980 -3.379411 -0.010 -0.020 -0.014
C 7.471619 -3.119882 0.364355 -0.008 0.022 0.006
Br 5.962615 -3.734764 -0.658079 0.048 0.016 0.037
Br 9.057778 -4.149187 -0.006149 -0.038 0.032 -0.006
Br 7.777005 -1.237646 0.124638 -0.062 0.005 -0.117
H 7.230654 -3.270869 1.406222 -0.002 -0.001 0.018
C 10.900919 0.797087 2.158834 0.030 -0.047 -0.097
Br 10.697863 2.036866 0.701159 -0.051 -0.056 0.039
Br 9.399231 0.872493 3.367028 -0.004 0.009 0.006
Br 11.216075 -0.992559 1.535805 0.087 0.020 0.073
H 11.772303 1.100470 2.719161 -0.019 0.020 0.048
C -3.716349 -4.864624 5.793956 0.003 0.057 -0.030
Br -2.738143 -4.139019 4.302576 -0.267 0.156 0.029
Br -2.671945 -6.118836 6.815463 -0.031 0.064 -0.010
Br -4.433033 -3.468830 6.911401 0.031 -0.022 -0.025
H -4.555835 -5.408848 5.387805 -0.007 -0.013 -0.008
C 11.635390 0.377046 6.539787 -0.068 -0.042 0.023
Br 12.940736 1.077489 5.308362 0.036 0.000 0.052
Br 12.331916 -1.111317 7.539656 -0.001 0.066 -0.030
Br 10.939330 1.751718 7.691216 0.037 -0.037 -0.044
H 10.810224 0.008247 5.947552 0.003 0.012 -0.035
C -4.367619 4.979073 -8.116666 -0.099 0.011 -0.033
Br -2.550082 4.462424 -7.734329 -0.034 -0.039 -0.003
Br -4.744181 4.871393 -10.001528 -0.012 0.015 0.196
Br -5.625525 3.960505 -7.074939 0.112 0.029 -0.017
H -4.474622 6.013062 -7.824252 0.025 0.013 0.020
```
Forces are in eV/Å.

Electronic energy = -93510.6099 Ha
F_max = 2.3 eV/Å
Lowest unoccupied orbital energy = -0.979 eV
Frontier orbital gap = 7.8105 eV
Net charge = 0
E_HOMO = -0.32301 Eh